(1)
A structure of composition C35H58FN3O14S2 in a non-equilibrium geometry. Source: OMol25; level of theory: wB97M-V/def2-TZVPD.

Cartesian coordinates (Å):
C: 2.673 -0.247 -2.712
C: 1.773 0.371 -3.750
O: 2.050 0.421 -4.902
N: 0.544 1.025 -3.199
C: 1.039 2.435 -3.280
C: 1.641 2.956 -1.996
O: 0.972 3.077 -4.277
C: -0.682 0.797 -3.893
C: -1.008 -0.474 -4.549
S: -0.016 -1.958 -4.530
O: 1.038 -1.943 -5.479
O: -0.895 -3.078 -4.650
F: 0.545 -2.046 -3.078
C: -2.154 -0.700 -5.216
C: -3.144 0.303 -5.318
N: -4.304 0.254 -5.939
S: -5.031 1.679 -5.678
N: -3.917 2.356 -4.763
C: -2.891 1.531 -4.617
C: -1.680 1.749 -3.902
C: -1.580 3.047 -3.147
O: -2.814 3.354 -2.518
O: -2.446 4.347 -1.572
H: 2.916 -1.261 -3.006
H: 2.175 -0.267 -1.749
H: 3.601 0.314 -2.627
H: 2.727 2.902 -2.009
H: 1.325 3.992 -1.895
H: 1.225 2.401 -1.159
H: -2.349 -1.650 -5.686
H: -1.316 3.849 -3.843
H: -0.880 2.991 -2.316
H: -3.108 4.285 -0.872
C: -9.802 2.725 -3.809
C: -8.477 2.030 -4.007
O: -7.613 2.505 -4.707
C: -8.278 0.716 -3.292
H: -9.811 3.653 -4.376
H: -10.615 2.088 -4.160
H: -9.950 2.954 -2.753
H: -9.027 -0.006 -3.622
H: -8.362 0.860 -2.214
H: -7.288 0.325 -3.519
C: 2.988 -3.183 0.740
C: 4.184 -3.102 -0.170
O: 4.191 -2.398 -1.156
C: 5.380 -3.940 0.205
H: 2.201 -2.533 0.360
H: 2.612 -4.208 0.775
H: 3.268 -2.855 1.740
H: 5.105 -4.996 0.220
H: 5.744 -3.643 1.189
H: 6.170 -3.792 -0.528
C: -1.751 1.313 2.018
C: -1.454 2.772 1.776
O: -0.555 3.113 1.038
C: -2.322 3.777 2.482
H: -1.052 0.706 1.445
H: -1.634 1.078 3.077
H: -2.767 1.079 1.698
H: -2.236 3.654 3.563
H: -3.370 3.651 2.180
H: -1.996 4.781 2.214
C: 5.974 -1.387 4.807
C: 5.515 -1.102 3.403
O: 4.719 -1.821 2.834
C: 6.089 0.118 2.732
H: 5.486 -2.289 5.173
H: 7.053 -1.534 4.818
H: 5.712 -0.552 5.460
H: 7.174 0.030 2.668
H: 5.831 1.013 3.302
H: 5.678 0.207 1.728
C: 8.215 1.352 7.001
C: 9.064 0.269 6.383
O: 8.892 -0.093 5.241
C: 10.135 -0.343 7.251
H: 7.488 1.704 6.272
H: 7.684 0.960 7.871
H: 8.842 2.190 7.307
H: 9.684 -0.805 8.131
H: 10.843 0.425 7.567
H: 10.668 -1.104 6.686
C: -0.491 -6.313 -3.114
C: -1.523 -7.312 -2.657
O: -1.574 -7.697 -1.512
C: -2.496 -7.812 -3.699
H: 0.141 -6.037 -2.273
H: 0.132 -6.749 -3.896
H: -0.980 -5.415 -3.496
H: -1.956 -8.310 -4.506
H: -3.068 -6.977 -4.106
H: -3.182 -8.521 -3.242
C: -7.060 5.470 1.866
C: -6.473 4.149 2.294
O: -5.283 3.932 2.219
C: -7.430 3.109 2.820
H: -6.265 6.122 1.510
H: -7.778 5.315 1.059
H: -7.559 5.947 2.710
H: -8.163 2.856 2.053
H: -7.944 3.488 3.704
H: -6.877 2.212 3.090
C: 1.419 -2.664 3.697
C: 1.200 -1.171 3.649
O: 0.508 -0.601 4.461
C: 1.884 -0.417 2.535
H: 0.874 -3.082 4.541
H: 1.056 -3.124 2.777
H: 2.482 -2.882 3.816
H: 1.541 -0.787 1.567
H: 2.963 -0.543 2.606
H: 1.643 0.642 2.614

Results
net charge: 0
maximum force: 0.0516 Eh/bohr
E: -94754.010 eV
highest occupied orbital energy: -8.50 eV
orbital gap: 8.03 eV



(2)
A structure of composition C35H58InN4P2Si2. Source: OMol25; level of theory: wB97M-V/def2-TZVPD.

Cartesian coordinates (Å):
In: -0.664 -0.240 0.117
C: -0.540 1.683 4.731
Si: 0.572 0.989 3.396
C: 0.859 2.298 2.100
C: 2.195 0.368 4.071
N: -0.146 -0.423 2.549
C: -0.684 -1.458 3.080
C: -0.900 -1.647 4.515
C: -1.593 -2.694 4.983
C: -2.180 -3.674 4.087
C: -1.979 -3.616 2.764
C: -1.133 -2.581 2.172
N: -0.756 -2.558 0.946
Si: -1.088 -3.789 -0.323
C: -0.033 -3.262 -1.761
C: -2.894 -3.727 -0.775
C: -0.527 -5.466 0.271
H: -0.258 2.723 4.910
H: -0.466 1.162 5.686
H: -1.588 1.677 4.424
H: 1.048 3.253 2.596
H: 0.006 2.450 1.432
H: 1.737 2.076 1.494
H: 2.741 1.179 4.557
H: 2.822 -0.022 3.266
H: 2.056 -0.427 4.806
H: -0.487 -0.914 5.194
H: -1.741 -2.814 6.048
H: -2.786 -4.464 4.511
H: -2.419 -4.353 2.107
H: -0.314 -2.274 -2.133
H: -0.139 -3.972 -2.585
H: 1.026 -3.224 -1.493
H: -3.163 -2.731 -1.137
H: -3.549 -3.964 0.065
H: -3.109 -4.440 -1.574
H: 0.479 -5.413 0.692
H: -0.487 -6.146 -0.583
H: -1.180 -5.918 1.018
C: -1.130 1.226 -5.572
C: -1.068 0.307 -4.353
C: -2.206 0.644 -3.385
P: 0.533 0.173 -3.409
C: 1.526 -1.040 -4.409
C: 1.512 -0.946 -5.933
C: 2.952 -1.101 -3.857
C: 1.438 1.800 -3.509
C: 1.975 2.333 -4.838
C: 0.614 2.868 -2.784
H: -2.090 1.098 -6.077
H: -0.344 1.025 -6.297
H: -1.061 2.273 -5.276
H: -1.221 -0.725 -4.695
H: -2.037 1.609 -2.901
H: -2.297 -0.102 -2.594
H: -3.159 0.697 -3.916
H: 1.044 -1.989 -4.143
H: 1.953 -0.020 -6.300
H: 0.502 -1.022 -6.335
H: 2.091 -1.772 -6.352
H: 3.503 -0.181 -4.064
H: 3.505 -1.922 -4.318
H: 2.952 -1.261 -2.776
H: 2.322 1.591 -2.893
H: 1.186 2.544 -5.555
H: 2.680 1.643 -5.298
H: 2.511 3.269 -4.657
H: -0.255 3.156 -3.378
H: 1.209 3.769 -2.622
H: 0.236 2.526 -1.815
C: -4.005 2.071 -0.583
P: -2.530 2.926 0.109
C: -2.891 2.722 1.901
C: -2.983 4.671 -0.200
C: -2.387 5.285 -1.301
C: -2.702 6.591 -1.646
C: -3.608 7.308 -0.878
C: -4.197 6.713 0.229
C: -3.890 5.402 0.563
H: -4.924 2.422 -0.112
H: -3.909 0.993 -0.433
H: -4.065 2.260 -1.655
H: -3.934 2.916 2.151
H: -2.252 3.381 2.490
H: -2.665 1.688 2.177
H: -1.662 4.733 -1.890
H: -2.234 7.052 -2.506
H: -3.851 8.329 -1.138
H: -4.900 7.271 0.833
H: -4.366 4.956 1.428
N: 7.129 -0.986 0.021
C: 5.986 -0.886 0.056
C: 4.554 -0.762 0.099
C: 3.777 -1.774 0.655
C: 2.405 -1.608 0.675
N: 1.802 -0.529 0.174
C: 2.552 0.433 -0.361
C: 3.932 0.370 -0.416
H: 4.234 -2.663 1.066
H: 1.754 -2.358 1.108
H: 2.021 1.289 -0.760
H: 4.507 1.172 -0.855

Results
net charge: +1
energy above the lowest of the compared OMol25 structures with the same formula, charge and spin: 39.3 kJ/mol
maximum force: 0.0024 Eh/bohr
E: -82700.994 eV
highest occupied orbital energy: -9.86 eV
orbital gap: 5.52 eV



(3)
A cluster of 10 separate species, C35H58N2O11 in total in a non-equilibrium geometry. Source: OMol25; level of theory: wB97M-V/def2-TZVPD.

Cartesian coordinates (Å):
C: -1.118 -0.433 -0.982
C: -0.032 0.397 -0.870
C: 0.768 -0.135 0.143
N: 0.138 -1.257 0.717
C: -0.986 -1.497 -0.095
H: -1.985 -0.278 -1.606
H: 0.146 1.273 -1.477
H: 1.765 0.126 0.467
H: 0.469 -1.769 1.523
H: -1.591 -2.381 0.042
C: -5.110 0.147 1.608
C: -4.230 1.069 1.032
C: -4.841 2.295 0.973
N: -6.100 2.220 1.519
C: -6.277 0.855 1.791
H: -4.931 -0.897 1.819
H: -3.206 0.852 0.767
H: -4.453 3.248 0.647
H: -6.856 2.879 1.639
H: -7.183 0.434 2.201
O: 0.908 -2.780 2.947
C: 1.491 -3.837 3.130
C: 2.917 -4.183 3.076
C: 3.008 -5.633 3.577
C: 1.559 -6.111 3.465
O: 0.823 -4.883 3.494
H: 3.234 -4.135 2.035
H: 3.628 -3.508 3.552
H: 3.634 -6.225 2.909
H: 3.333 -5.672 4.616
H: 1.235 -6.565 2.528
H: 1.316 -6.831 4.246
O: -6.267 -0.700 -5.854
C: -5.877 -0.267 -4.806
C: -5.501 1.191 -4.416
C: -5.426 1.113 -2.960
C: -5.074 -0.389 -2.672
O: -5.584 -1.154 -3.796
H: -4.519 1.417 -4.832
H: -6.236 1.939 -4.711
H: -4.729 1.862 -2.586
H: -6.389 1.423 -2.554
H: -4.014 -0.633 -2.598
H: -5.500 -0.616 -1.695
O: 5.873 1.118 -4.312
C: 4.841 0.905 -3.716
C: 4.200 -0.487 -3.485
C: 3.127 -0.138 -2.532
C: 2.926 1.377 -2.566
O: 4.078 1.872 -3.268
H: 3.765 -0.779 -4.441
H: 4.921 -1.144 -2.999
H: 2.181 -0.622 -2.773
H: 3.463 -0.478 -1.553
H: 2.004 1.677 -3.064
H: 2.817 1.710 -1.533
C: 0.057 0.447 3.829
C: -1.355 0.869 4.048
C: -2.380 -0.213 3.793
O: -1.644 1.997 4.416
H: 0.668 1.335 3.990
H: 0.227 0.028 2.837
H: 0.318 -0.294 4.585
H: -3.335 0.220 3.493
H: -2.599 -0.649 4.768
H: -1.968 -0.868 3.025
C: 1.093 3.817 1.195
C: 2.305 3.343 0.434
C: 3.036 4.318 -0.564
O: 2.857 2.313 0.709
H: 0.388 2.991 1.287
H: 0.599 4.646 0.689
H: 1.431 4.101 2.192
H: 3.945 3.931 -1.025
H: 3.362 5.146 0.066
H: 2.327 4.774 -1.254
C: -2.196 3.014 -2.691
C: -1.478 4.164 -1.986
C: -0.620 5.131 -2.864
O: -1.587 4.270 -0.798
H: -3.179 2.976 -2.223
H: -1.652 2.072 -2.616
H: -2.214 3.207 -3.764
H: -1.317 5.818 -3.344
H: 0.012 4.650 -3.611
H: -0.028 5.803 -2.242
C: 2.489 -3.264 -0.920
C: 1.292 -4.190 -0.795
C: 0.218 -4.214 -1.916
O: 1.268 -5.050 0.070
H: 2.777 -2.845 0.044
H: 2.131 -2.331 -1.356
H: 3.176 -3.753 -1.610
H: 0.512 -4.869 -2.736
H: -0.100 -3.218 -2.226
H: -0.639 -4.787 -1.563
C: 4.669 -0.779 1.456
C: 4.651 0.053 2.760
C: 3.336 0.344 3.418
O: 5.733 0.367 3.287
H: 4.132 -1.688 1.729
H: 5.618 -1.037 0.986
H: 4.097 -0.209 0.724
H: 3.277 -0.022 4.443
H: 2.667 -0.245 2.789
H: 3.068 1.397 3.331

Results
net charge: 0
maximum force: 0.0809 Eh/bohr
E: -62736.376 eV
structure (SMILES): c1cc[nH]c1.c1cc[nH]c1.O=C1CCCO1.O=C1CCCO1.O=C1CCCO1.CC(C)=O.CC(C)=O.CC(C)=O.CC(C)=O.CC(C)=O
highest occupied orbital energy: -8.35 eV
orbital gap: 8.60 eV



(4)
A cluster of 4 separate species, C35H58NO16PS in total in a non-equilibrium geometry. Source: OMol25; level of theory: wB97M-V/def2-TZVPD.

Cartesian coordinates (Å):
C: -0.498 1.127 4.896
C: 0.540 0.447 3.907
C: 1.192 -0.856 4.537
C: 2.745 -0.951 4.310
C: 3.130 -1.527 2.883
C: 2.440 -2.929 2.597
C: 3.134 -3.733 1.435
C: 2.355 -3.645 0.046
C: 1.542 -2.313 -0.100
C: 0.082 -2.336 0.090
O: -0.596 -3.509 0.373
C: -0.732 -1.103 0.009
S: -2.536 -1.106 0.234
C: -2.972 -1.318 2.019
O: -3.021 -2.341 -0.415
O: -3.234 0.011 -0.393
C: -0.012 0.126 -0.263
C: 1.456 0.140 -0.494
C: 2.269 -1.065 -0.419
C: 3.819 -1.026 -0.644
C: 4.063 -1.476 -2.170
O: 2.936 -0.979 -2.921
C: 2.467 -1.892 -3.843
C: 0.943 -1.743 -4.216
O: 3.127 -2.738 -4.389
C: 1.904 1.602 -0.805
O: 3.034 1.989 -0.924
N: 0.665 2.278 -0.942
P: 0.422 3.416 -2.269
C: 1.982 4.382 -2.651
C: 0.013 2.490 -3.850
C: -0.476 1.615 -0.379
O: -1.477 2.173 -0.066
H: -1.273 1.731 4.346
H: -1.081 0.367 5.488
H: -0.004 1.844 5.605
H: 1.296 1.228 3.636
H: -0.057 0.173 2.990
H: 1.033 -0.783 5.650
H: 0.626 -1.741 4.146
H: 3.286 -1.485 5.132
H: 3.134 0.107 4.315
H: 4.245 -1.637 2.778
H: 2.822 -0.743 2.142
H: 2.599 -3.519 3.547
H: 1.332 -2.823 2.486
H: 3.125 -4.817 1.728
H: 4.215 -3.457 1.294
H: 1.716 -4.551 -0.148
H: 3.136 -3.659 -0.760
H: 0.042 -4.085 0.836
H: -3.461 -2.326 2.130
H: -2.072 -1.330 2.680
H: -3.750 -0.571 2.325
H: 4.298 -1.822 -0.021
H: 4.255 -0.022 -0.442
H: 4.995 -0.981 -2.541
H: 4.148 -2.586 -2.150
H: 0.379 -2.692 -4.080
H: 0.944 -1.442 -5.302
H: 0.529 -0.870 -3.655
H: 2.783 3.650 -2.963
H: 1.844 5.131 -3.468
H: 2.308 4.861 -1.690
H: -0.557 1.544 -3.671
H: -0.591 3.176 -4.498
H: 0.982 2.288 -4.392
C: -2.689 6.235 -0.890
C: -3.322 7.608 -0.782
O: -2.348 8.619 -0.485
C: -1.549 8.968 -1.497
O: -1.581 8.523 -2.616
O: -0.685 9.888 -1.045
C: 0.298 10.272 -2.005
H: -2.126 6.000 0.016
H: -3.451 5.469 -1.042
H: -1.986 6.183 -1.722
H: -4.031 7.612 0.047
H: -3.880 7.869 -1.685
H: -0.165 10.615 -2.931
H: 0.974 9.438 -2.201
H: 0.873 11.093 -1.580
C: 2.745 -5.313 -5.860
C: 3.621 -6.415 -5.301
O: 2.847 -7.413 -4.618
C: 2.151 -8.242 -5.401
O: 2.125 -8.230 -6.605
O: 1.465 -9.081 -4.611
C: 0.593 -9.957 -5.325
H: 2.130 -4.877 -5.073
H: 3.354 -4.528 -6.309
H: 2.063 -5.693 -6.623
H: 4.299 -5.991 -4.559
H: 4.238 -6.876 -6.076
H: 1.133 -10.518 -6.088
H: -0.222 -9.388 -5.774
H: 0.173 -10.661 -4.609
C: -7.023 3.067 4.212
C: -5.932 2.086 3.833
O: -4.901 2.028 4.830
C: -5.218 1.378 5.955
O: -6.270 0.842 6.194
O: -4.168 1.447 6.783
C: -4.413 0.880 8.070
H: -6.598 4.053 4.413
H: -7.758 3.154 3.411
H: -7.543 2.754 5.118
H: -5.450 2.423 2.914
H: -6.333 1.088 3.641
H: -4.760 -0.151 7.989
H: -5.139 1.486 8.613
H: -3.473 0.887 8.619

Results
net charge: 0
maximum force: 0.0925 Eh/bohr
E: -91607.439 eV
structure (SMILES): CCCCCCCCc1c(O)c(S(C)(=O)=O)c2c(c1CCOC(C)=O)C(=O)N(P(C)C)C2=O.CCOC(=O)OC.CCOC(=O)OC.CCOC(=O)OC
highest occupied orbital energy: -8.02 eV
orbital gap: 7.26 eV